The following is a quantum chemistry calculation of 14 unconnected molecules or ions with the total composition C86H202N14O14, from the OMol25 dataset.

Last column: Mulliken charge in e.
Atoms and positions in Å:
C (-0.9075, 6.6776, 1.0722)  -1.53
C (-1.1645, 5.6159, -0.0819)  0.85
C (-1.5514, 6.2824, -1.4164)  -0.32
O (-2.6964, 7.0714, -1.2412)  -0.41
C (-3.1721, 7.6979, -2.4039)  -0.79
N (-0.1427, 4.6454, -0.3296)  2.34
H (-0.1518, 7.4318, 0.8239)  0.39
H (-0.5659, 6.1321, 1.9711)  0.21
H (-1.8283, 7.2320, 1.4130)  0.30
H (-2.0650, 5.1035, 0.2567)  -0.54
H (-1.7621, 5.4760, -2.1548)  -0.08
H (-0.6669, 6.8678, -1.7656)  0.43
H (-2.8416, 8.7447, -2.4777)  0.25
H (-4.2416, 7.7131, -2.2984)  0.31
H (-2.9855, 7.0891, -3.2432)  0.33
H (-0.1599, 3.9206, 0.3960)  -1.56
H (0.7939, 5.0289, -0.2016)  -0.12
C (3.5148, -1.6330, -5.5468)  -1.52
C (2.1116, -1.1492, -5.7054)  0.54
C (1.3967, -1.7049, -6.8996)  -0.75
O (0.1220, -1.1557, -6.9575)  -0.09
C (-0.5261, -1.6455, -8.1305)  -0.85
N (1.4066, -1.4685, -4.4781)  1.03
H (4.0553, -1.4104, -6.4980)  0.47
H (3.4199, -2.7606, -5.4757)  0.25
H (4.1477, -1.1491, -4.7892)  -0.02
H (2.0298, -0.0269, -5.7338)  0.26
H (1.4489, -2.8584, -6.8346)  0.11
H (1.8775, -1.4288, -7.8622)  0.47
H (-0.5047, -2.7624, -8.2229)  0.29
H (0.0335, -1.3147, -9.0208)  0.37
H (-1.4994, -1.2025, -8.2090)  0.26
H (1.1724, -2.4119, -4.2185)  -0.36
H (0.5859, -0.9558, -4.4226)  -0.45
C (-2.9452, 2.6101, 0.0890)  -1.48
C (-1.9153, 1.5295, 0.5295)  2.31
C (-1.3898, 0.7495, -0.7000)  -0.79
O (-0.6303, -0.3210, -0.2044)  1.92
C (0.0433, -1.0624, -1.1386)  0.21
N (-0.7732, 2.0477, 1.2779)  1.84
H (-2.6564, 3.2994, -0.6993)  0.17
H (-3.0394, 3.2905, 0.9293)  -0.36
H (-3.9676, 2.1334, -0.1477)  0.24
H (-2.4296, 0.7942, 1.1639)  -0.51
H (-0.8403, 1.4971, -1.3614)  -0.38
H (-2.3003, 0.4415, -1.2066)  0.37
H (0.5571, -1.8833, -0.6784)  0.40
H (0.8662, -0.5047, -1.6578)  -0.75
H (-0.6841, -1.4074, -1.8828)  -0.33
H (-1.0020, 2.3576, 2.2053)  -0.92
H (-0.2559, 1.2222, 1.4604)  -1.14
C (-5.9371, 3.0544, -2.4508)  -1.18
C (-5.4402, 3.1341, -3.9116)  0.07
C (-3.9821, 3.5762, -3.9627)  0.42
O (-3.5731, 3.9351, -5.3043)  -0.51
C (-2.1811, 3.9511, -5.3503)  -0.23
N (-5.5497, 1.8012, -4.6135)  -0.42
H (-6.1083, 4.0176, -1.8878)  0.33
H (-5.2200, 2.5310, -1.8333)  0.12
H (-6.8688, 2.4762, -2.4074)  0.40
H (-5.9679, 3.9323, -4.4539)  0.19
H (-3.3398, 2.8661, -3.4729)  -0.25
H (-3.8141, 4.5027, -3.3689)  0.21
H (-1.7383, 3.0206, -4.9115)  -0.06
H (-1.7605, 4.7730, -4.8338)  0.28
H (-1.8713, 3.9970, -6.4232)  0.35
H (-6.5359, 1.5277, -4.6082)  0.25
H (-5.2093, 1.9559, -5.5765)  0.27
C (2.5152, 0.8017, 3.4156)  -1.03
C (1.8186, -0.5391, 3.4659)  2.06
C (1.0764, -0.7747, 4.7870)  -1.14
O (1.8492, -0.6307, 5.9724)  -0.43
C (2.4449, -1.8062, 6.3535)  -0.51
N (0.7932, -0.5336, 2.4846)  1.90
H (3.0814, 1.0333, 2.5018)  -0.20
H (3.1487, 1.0385, 4.2861)  0.57
H (1.7240, 1.5496, 3.3627)  -0.32
H (2.5952, -1.3344, 3.3304)  -0.56
H (0.7363, -1.8319, 4.7545)  0.28
H (0.2207, -0.0882, 4.7613)  0.25
H (3.3180, -1.5157, 6.9172)  0.41
H (2.8888, -2.3800, 5.5207)  0.04
H (1.8384, -2.5407, 6.9560)  0.22
H (0.1466, -1.2959, 2.6668)  -0.82
H (1.2083, -0.7190, 1.5897)  -1.03
C (-2.0311, 0.1682, -4.4687)  -0.27
C (-3.1044, -0.9688, -4.3460)  -0.19
C (-3.3067, -1.6422, -5.6973)  -0.70
O (-4.1660, -2.7872, -5.6720)  0.13
C (-4.3165, -3.2944, -6.9542)  -0.97
N (-2.6265, -2.0538, -3.4476)  1.12
H (-1.3417, -0.1249, -5.3369)  -0.15
H (-1.5092, 0.2653, -3.5130)  -0.17
H (-2.6090, 1.0867, -4.6632)  0.15
H (-4.0362, -0.5668, -4.0544)  0.82
H (-2.3197, -1.9471, -6.0261)  -0.14
H (-3.6594, -0.9621, -6.4684)  0.48
H (-4.8161, -4.3092, -6.9062)  0.22
H (-3.3354, -3.4569, -7.4367)  0.26
H (-4.9768, -2.6138, -7.5401)  0.36
H (-3.0233, -2.9185, -3.5539)  -0.52
H (-1.6296, -2.2107, -3.7022)  -0.94
C (-4.0938, -0.5067, 4.4020)  -1.01
C (-4.4555, -0.8463, 2.9883)  1.10
C (-3.2772, -1.3882, 2.2287)  -1.54
O (-3.5072, -1.4381, 0.8029)  0.68
C (-2.8655, -2.5223, 0.1498)  -0.22
N (-5.4515, -1.9355, 2.9680)  -0.67
H (-4.9699, -0.5049, 5.0286)  0.53
H (-3.5963, 0.4721, 4.4200)  -0.30
H (-3.3685, -1.2769, 4.6676)  0.09
H (-4.7968, 0.0998, 2.5617)  0.19
H (-3.1586, -2.3820, 2.6591)  0.91
H (-2.3397, -0.8875, 2.4732)  -0.27
H (-1.7876, -2.4157, 0.1739)  -0.57
H (-3.1687, -2.5905, -0.9270)  -0.41
H (-3.1662, -3.5013, 0.5722)  0.74
H (-5.4463, -2.4450, 2.1274)  0.12
H (-6.3225, -1.5871, 3.3473)  0.27
C (-6.3002, -1.4938, -0.9188)  -0.76
C (-6.6431, -2.9551, -1.2776)  -0.02
C (-6.2914, -3.2941, -2.7105)  0.07
O (-6.5840, -4.6370, -2.9603)  -0.43
C (-6.1851, -4.9387, -4.2507)  -0.19
N (-6.0586, -3.8747, -0.2533)  -0.47
H (-5.2378, -1.3877, -0.5995)  -0.23
H (-6.9316, -1.1442, -0.0378)  0.29
H (-6.4594, -0.8659, -1.7994)  0.45
H (-7.7233, -3.0411, -1.0907)  0.54
H (-5.1269, -3.1392, -2.8620)  -0.15
H (-6.8062, -2.5672, -3.3831)  0.39
H (-6.6221, -4.1906, -4.9924)  0.31
H (-6.4265, -5.9898, -4.4705)  0.40
H (-5.0871, -4.8174, -4.3807)  -0.34
H (-5.0909, -4.1388, -0.5164)  -0.04
H (-6.6073, -4.7522, -0.2814)  0.35
C (-1.9232, -4.7213, 4.5439)  -1.43
C (-0.9463, -5.6698, 5.3017)  2.11
C (-1.4209, -7.0591, 5.1627)  -1.39
C (-1.2070, -7.6238, 3.7337)  -0.40
C (0.2714, -7.5055, 3.2982)  -1.27
C (0.8341, -6.1090, 3.4563)  2.42
N (0.5017, -5.6544, 4.8120)  -0.41
O (0.9129, -4.2903, 4.9177)  0.25
C (2.3551, -6.0671, 3.3072)  -1.74
C (0.2874, -5.2070, 2.3752)  -2.28
C (-0.8812, -5.3354, 6.8149)  -2.08
H (-2.8051, -4.4798, 5.0757)  0.79
H (-2.3024, -5.2356, 3.6123)  0.10
H (-1.5194, -3.7532, 4.2417)  -0.25
H (-0.8696, -7.7173, 5.7981)  0.40
H (-2.4975, -7.1346, 5.3919)  0.36
H (-1.9152, -7.0521, 3.0208)  0.13
H (-1.5805, -8.6496, 3.7553)  0.48
H (0.4402, -7.8480, 2.2694)  0.33
H (0.8843, -8.1428, 3.9870)  0.37
H (2.7050, -6.7968, 2.4958)  0.37
H (2.6308, -5.1089, 2.9420)  0.08
H (2.9376, -6.2495, 4.2724)  0.36
H (-0.7726, -5.3882, 2.1485)  0.18
H (0.3497, -4.1583, 2.6169)  -0.12
H (0.7595, -5.3480, 1.4279)  1.28
H (-1.8277, -5.4550, 7.3572)  0.41
H (-0.6062, -4.3157, 7.0238)  0.26
H (-0.1649, -6.0103, 7.2607)  0.50
H (1.7145, -4.2652, 5.4718)  0.16
C (2.9185, 1.4577, -3.1143)  -1.53
C (2.9918, 2.4286, -1.8713)  3.40
C (4.4650, 2.7102, -1.5128)  0.12
C (5.1912, 3.6648, -2.4689)  -1.30
C (4.4414, 4.9366, -2.5912)  -0.63
C (3.0244, 4.7366, -3.1224)  1.88
N (2.3586, 3.7359, -2.1383)  1.06
O (1.1004, 3.4772, -2.6417)  0.14
C (2.1578, 6.0168, -3.0274)  -1.39
C (3.0383, 4.2196, -4.5708)  -1.64
C (2.3234, 1.8786, -0.6053)  -0.08
H (2.0432, 1.6375, -3.7498)  0.00
H (2.9558, 0.4446, -2.8146)  0.08
H (3.7399, 1.6281, -3.8201)  0.32
H (4.4619, 3.1299, -0.4782)  -1.19
H (5.0302, 1.7707, -1.3156)  -0.17
H (5.3296, 3.2292, -3.4455)  0.41
H (6.2285, 3.8000, -2.0402)  0.54
H (5.0428, 5.5961, -3.2037)  0.50
H (4.2752, 5.3512, -1.5713)  -0.74
H (2.5608, 6.8438, -2.4544)  0.31
H (1.8958, 6.4283, -3.9812)  0.49
H (1.1711, 5.8122, -2.5698)  -0.08
H (3.2347, 5.1545, -5.1706)  0.60
H (3.9070, 3.6076, -4.9177)  0.31
H (2.0862, 3.7525, -4.9763)  -0.09
H (1.2192, 1.8065, -0.6767)  -0.53
H (2.4732, 2.5762, 0.2423)  -0.62
H (2.6657, 0.8953, -0.2938)  -0.17
H (0.5110, 3.9147, -1.9720)  -0.24
C (-0.4701, -4.4078, -1.1171)  -0.13
C (-0.7862, -5.5483, -2.0727)  1.25
C (-2.3055, -5.6373, -2.1832)  -0.13
C (-2.7158, -6.4825, -3.3336)  -1.26
C (-2.0523, -6.1051, -4.6874)  -0.52
C (-0.5362, -6.0744, -4.5699)  0.85
N (-0.2147, -5.1991, -3.3879)  1.07
O (1.1803, -4.9698, -3.2859)  -0.19
C (0.0586, -7.5381, -4.5888)  -1.39
C (0.1605, -5.3794, -5.7111)  -1.32
C (-0.2364, -6.9180, -1.5257)  -1.80
H (-0.8582, -3.5230, -1.5542)  -0.74
H (0.5981, -4.2710, -1.0528)  0.69
H (-0.8843, -4.5932, -0.1335)  -0.38
H (-2.7570, -5.9222, -1.2124)  0.61
H (-2.5842, -4.6020, -2.3225)  -0.76
H (-3.7877, -6.4802, -3.4344)  0.66
H (-2.4388, -7.5406, -3.1802)  0.60
H (-2.2417, -5.1351, -5.1315)  -0.38
H (-2.2975, -6.8481, -5.4748)  0.40
H (1.1808, -7.5119, -4.4573)  0.26
H (-0.3207, -8.2794, -3.8084)  0.25
H (-0.0494, -7.9131, -5.5870)  0.52
H (-0.4468, -4.4497, -5.9222)  -0.18
H (1.1776, -5.1192, -5.4326)  0.43
H (0.1424, -5.9740, -6.6720)  0.45
H (-0.5978, -6.9299, -0.4776)  0.32
H (0.8545, -7.1168, -1.6434)  0.22
H (-0.6547, -7.7289, -2.0857)  0.51
H (1.6713, -5.8001, -3.2723)  0.20
C (5.7843, 4.8158, 1.2629)  -1.61
C (4.6345, 5.7427, 1.7045)  2.19
C (3.2601, 5.1062, 1.2700)  -0.44
C (2.8092, 3.9494, 2.1253)  1.81
C (2.7801, 4.4681, 3.5512)  -2.06
C (4.1437, 4.9908, 4.0626)  2.26
N (4.5716, 6.0995, 3.1442)  0.20
O (5.9153, 6.5533, 3.6343)  -0.51
C (3.7345, 5.7088, 5.3812)  -1.82
C (5.1214, 3.8159, 4.3019)  -1.89
C (4.8742, 7.0633, 0.9421)  -1.98
H (5.5781, 3.7982, 1.1124)  0.21
H (6.6575, 4.8807, 1.8677)  0.37
H (6.2000, 5.2265, 0.3665)  0.57
H (2.5134, 5.8870, 1.1453)  0.53
H (3.5381, 4.8507, 0.2453)  -1.08
H (3.6140, 3.1652, 2.0188)  -0.79
H (1.8063, 3.6269, 1.9093)  -0.11
H (2.4892, 3.6853, 4.2719)  0.63
H (2.0338, 5.2518, 3.7651)  0.08
H (3.0653, 6.5726, 5.2276)  0.38
H (3.1800, 4.9903, 6.0502)  0.26
H (4.6724, 5.9217, 5.9546)  0.50
H (6.0792, 4.2900, 4.4315)  0.53
H (4.8894, 3.1544, 5.1638)  0.33
H (5.2277, 3.1780, 3.4457)  0.26
H (5.9537, 7.3265, 0.9853)  0.41
H (4.3406, 7.9023, 1.3945)  0.46
H (4.5496, 6.9798, -0.0966)  0.21
H (5.6850, 7.4017, 4.0538)  0.34
C (-4.3743, 4.6429, 4.0662)  -2.04
C (-3.2517, 4.1035, 4.9818)  1.92
C (-2.0503, 3.7915, 3.9980)  -0.20
C (-0.7693, 3.6891, 4.7937)  0.66
C (-0.5073, 4.9206, 5.6755)  -1.12
C (-1.6260, 5.1892, 6.6792)  1.71
N (-2.8596, 5.2323, 5.8504)  0.26
O (-3.9426, 5.5559, 6.7348)  -0.53
C (-1.6662, 4.0799, 7.7961)  -1.60
C (-1.4183, 6.5924, 7.3739)  -1.99
C (-3.8513, 2.8501, 5.6905)  -1.81
H (-5.2088, 4.9588, 4.7367)  0.67
H (-4.6926, 3.8133, 3.3772)  0.20
H (-4.1301, 5.5482, 3.5314)  0.41
H (-2.4662, 2.9828, 3.4046)  0.01
H (-1.9669, 4.6687, 3.3401)  -0.48
H (0.0494, 3.4748, 4.1084)  -0.61
H (-0.8197, 2.8574, 5.5350)  0.13
H (-0.4833, 5.7723, 4.9990)  0.18
H (0.4593, 4.7976, 6.1660)  0.40
H (-0.6858, 4.1183, 8.3440)  0.36
H (-2.5693, 4.1500, 8.4183)  0.41
H (-1.7554, 3.0618, 7.3806)  0.29
H (-1.4682, 7.4100, 6.6321)  0.37
H (-2.1891, 6.7013, 8.1111)  0.48
H (-0.4445, 6.6492, 7.8788)  0.35
H (-3.0591, 2.2769, 6.1627)  0.34
H (-4.2913, 2.1597, 4.9502)  0.32
H (-4.5850, 3.1479, 6.4381)  0.50
H (-4.4491, 6.1371, 6.1869)  0.39
C (5.8621, -3.7577, -1.9362)  -1.22
C (6.2051, -2.3724, -1.3504)  1.88
C (4.9661, -1.4397, -1.5515)  -0.55
C (3.7895, -1.8298, -0.6923)  0.02
C (4.1275, -1.5705, 0.7322)  -0.52
C (5.3844, -2.3334, 1.1708)  1.88
N (6.4744, -2.1450, 0.0909)  0.21
O (7.6494, -2.7272, 0.5667)  -0.52
C (5.9541, -1.5450, 2.4084)  -1.26
C (4.9816, -3.8417, 1.4132)  -1.14
C (7.3926, -1.5820, -2.0539)  -1.84
H (6.5011, -4.5966, -1.5515)  0.24
H (5.9364, -3.7357, -3.0193)  0.45
H (4.7759, -3.9648, -1.7024)  0.23
H (5.2943, -0.4062, -1.2820)  -0.36
H (4.6958, -1.5616, -2.5967)  -0.20
H (3.5894, -2.8743, -0.9084)  0.38
H (2.9044, -1.3279, -0.9674)  -0.65
H (3.3029, -1.8394, 1.3869)  0.13
H (4.3775, -0.5108, 0.6889)  -0.11
H (6.4189, -0.5659, 2.1928)  0.35
H (5.1098, -1.4136, 3.1486)  -0.03
H (6.5363, -2.1801, 3.0947)  0.41
H (4.6977, -4.3217, 0.4490)  0.21
H (5.8236, -4.4454, 1.7376)  0.59
H (4.0942, -3.9193, 2.1001)  -0.28
H (7.2083, -1.5002, -3.1562)  0.35
H (8.3069, -2.1973, -2.0339)  0.41
H (7.5779, -0.5962, -1.6809)  0.38
H (7.5916, -3.6784, 0.4472)  0.36

Summary:
Energy above the lowest of the compared OMol25 structures with the same formula, charge and spin = 1.638 eV
E_HOMO = -8.037 eV
F_max = 0.085 hartree/bohr
Multiplicity = 1
Kohn-Sham gap = 8.30 eV

---

The following is a quantum chemistry calculation of a molecular structure, C4H7NO2, from the OMol25 dataset.

Last column: natural (NBO) charge in e.
Atoms and positions in Å:
O (2.2239, 1.3712, 0.3003)  -0.56
N (1.9688, 0.1106, -0.2294)  -0.14
C (0.7292, -0.0513, -0.4135)  0.20
C (-0.0521, -1.3339, -0.7074)  -0.43
C (-1.0648, -0.7046, 0.3092)  -0.42
C (-0.5835, 0.6641, -0.1090)  0.05
O (-0.9168, 1.6092, 0.8668)  -0.68
H (3.1877, 1.3966, 0.3383)  0.47
H (0.4383, -2.2762, -0.4491)  0.23
H (-0.4072, -1.3793, -1.7441)  0.22
H (-0.6276, -0.8812, 1.2997)  0.21
H (-2.1654, -0.6931, 0.4491)  0.20
H (-0.9803, 0.9507, -1.1008)  0.17
H (-1.7503, 1.2171, 1.1900)  0.46

Summary:
Energy above the lowest of the compared OMol25 structures with the same formula, charge and spin = 4.173 eV
E_HOMO = -9.582 eV
F_max = 0.028 hartree/bohr
Multiplicity = 1
Kohn-Sham gap = 10.42 eV